(1)
Density functional theory data (wB97M-V/def2-TZVPD) for 5 unconnected molecules or ions with the total composition C20H37Br2Cl12F3N3O at a distorted geometry.

```
! wB97M-V def2-TZVPD RIJCOSX def2/J DEFGRID3
* xyz 1 1
C -2.254 -0.546 -1.214
O -1.209 -1.505 -1.608
C -1.791 -2.843 -1.903
C -2.216 -3.677 -0.527
C -0.849 -4.187 0.228
C -0.874 -3.738 1.837
C -0.023 -2.367 2.128
C 1.132 -2.583 3.317
C 1.735 -1.113 3.838
C 2.575 -0.338 2.665
N 3.014 1.089 3.059
N 2.813 1.340 4.421
C 4.547 1.063 2.884
C 5.261 2.518 3.114
C 5.791 3.092 1.635
N 4.822 4.059 0.989
C 2.361 2.171 2.232
C 0.731 2.096 2.120
C -0.093 2.705 3.400
F -0.161 1.821 4.586
Br -2.023 2.889 2.761
C 0.355 4.225 3.850
F 1.256 4.233 5.044
F 0.837 5.079 2.730
Br -1.364 5.118 4.492
H -3.347 -0.952 -1.439
H -2.145 0.462 -1.799
H -2.102 -0.284 -0.063
H -2.729 -2.785 -2.630
H -0.962 -3.445 -2.479
H -2.847 -4.653 -0.795
H -2.814 -3.007 0.229
H -0.758 -5.370 0.151
H 0.086 -3.719 -0.338
H -0.374 -4.625 2.429
H -1.983 -3.626 2.246
H -0.770 -1.491 2.406
H 0.531 -2.064 1.125
H 0.647 -3.117 4.252
H 2.012 -3.227 2.841
H 2.494 -1.375 4.694
H 0.830 -0.519 4.283
H 1.986 -0.346 1.628
H 3.546 -1.002 2.458
H 3.433 0.756 5.024
H 2.946 2.347 4.658
H 5.058 0.299 3.645
H 4.828 0.649 1.808
H 6.254 2.375 3.748
H 4.583 3.341 3.596
H 6.825 3.680 1.734
H 6.004 2.223 0.867
H 4.308 3.644 0.182
H 4.189 4.519 1.680
H 2.788 2.058 1.124
H 2.635 3.265 2.562
H 0.431 2.777 1.186
H 0.285 1.039 1.893
C 2.246 -0.718 -2.000
Cl 2.521 -0.891 -3.742
Cl 2.561 -2.249 -1.165
Cl 3.262 0.573 -1.335
H 1.199 -0.448 -1.842
C -1.457 -0.516 -5.400
Cl -0.555 -1.962 -4.914
Cl -3.097 -0.552 -4.732
Cl -0.607 0.950 -4.884
H -1.529 -0.506 -6.491
C -7.242 -0.907 -4.915
Cl -6.463 0.521 -5.619
Cl -7.439 -2.174 -6.138
Cl -6.305 -1.511 -3.538
H -8.233 -0.617 -4.557
C -7.868 0.534 -9.647
Cl -6.532 -0.616 -9.827
Cl -9.116 -0.126 -8.576
Cl -7.275 2.085 -9.030
H -8.312 0.702 -10.632
*
```

Calculated values
* electronic energy: -11993.06640 a.u.

(2)
Density functional theory data (wB97M-V/def2-TZVPD) for 2 unconnected molecules or ions with the total composition C3H5ClS at a distorted geometry.

```
! wB97M-V def2-TZVPD RIJCOSX def2/J DEFGRID3
* xyz 0 3
C 0.979 -0.960 0.820
C 1.131 -0.665 -0.429
C -1.325 1.163 0.731
S -2.315 0.247 -0.149
Cl 2.280 0.503 -0.958
H 1.690 -0.482 1.403
H 0.248 -1.684 1.189
H -0.892 2.027 0.254
H 0.760 -1.132 -1.315
H -2.557 0.984 -1.545
*
```

Calculated values
* relative energy (zero: lowest compared OMol25 entry of this formula, charge and spin): 282.36 kJ/mol
* ⟨S²⟩: 2.0141